[1]
Computed, not measured: a molecular structure, C34H27N4O4STeW in a non-equilibrium geometry, with ωB97M-V with the def2-TZVPD basis set.

Last column: Mulliken charge in e.
Positions of all 72 atoms, in Å:
H -0.1180 3.5586 -4.6123  0.45
C -3.9555 -0.4019 -0.1723  0.17
H 0.7464 -0.5804 -5.2775  0.47
C 3.0793 -0.2566 -2.2269  0.15
C -0.0852 2.5405 -4.2473  -0.70
C 3.8064 -0.0792 -4.4248  -0.67
O -0.8444 0.6766 -1.2491  0.08
H 3.4927 -2.0192 -3.3963  0.49
C 1.1683 3.5387 3.2300  -0.44
S 3.1535 1.4401 -2.4801  -0.02
H -3.0394 -2.9549 1.1477  0.30
C 3.6787 1.2360 -4.0922  -0.47
C -0.4769 2.2750 -2.9555  -0.89
C 3.4492 4.2773 3.3923  -0.38
H -2.8573 1.6789 2.3612  0.38
H -3.8509 -2.7331 -1.0867  0.69
H -2.2062 -4.1436 0.1327  0.71
C 2.1298 4.3346 3.8260  -0.72
H -7.2679 -0.2387 -0.8217  0.44
H 3.1154 1.9545 0.9491  0.27
C -0.3996 -3.3607 1.5743  -0.05
C -2.8380 -2.3870 -0.8878  -0.80
H 3.9239 -2.5165 4.4869  0.46
H 3.0516 -4.8129 4.2530  0.42
C -3.8737 0.4946 0.8967  1.10
H 0.0047 -2.2367 -3.4707  0.51
H 3.8622 2.0961 -4.7162  0.46
C 0.0790 -1.4030 -2.7685  -0.78
H 0.6529 1.7425 -6.1105  0.44
C -5.1728 -0.6492 -0.7894  -0.60
C -6.2779 0.8303 0.7536  -0.86
H 4.8360 3.3813 2.0228  0.43
H 1.0306 -5.2324 2.8875  0.45
H -5.2243 -1.2992 -1.6519  0.55
C -0.4184 0.9634 -2.4751  0.10
C 1.4375 -4.2327 2.9787  -0.91
H -0.8596 -4.3402 1.7137  0.44
C 1.5286 2.6816 2.1920  0.30
H -7.1759 1.3070 1.1192  0.42
C 0.0508 -0.0665 -3.3087  1.57
C 1.3287 -1.8794 2.4464  0.00
H 2.8025 -0.6123 3.3390  0.54
C 2.5585 -3.9970 3.7444  -0.82
C 2.4396 -1.6267 3.2420  -0.55
W -0.0618 -0.5394 0.0629  1.38
C 0.5281 1.8078 1.5575  0.56
H 4.1979 4.9021 3.8612  0.40
H 4.1365 -0.4211 -5.3945  0.43
Te 2.7144 -1.0431 -0.3500  0.41
H -2.2205 -2.5678 -1.7639  0.14
H 0.1381 3.5702 3.5562  0.47
N -1.4223 0.7795 1.3208  0.46
N 0.0424 -1.6207 -1.5014  -0.04
C -6.3274 -0.0391 -0.3264  -0.60
C -5.0595 1.0946 1.3444  -1.13
O 0.6776 -0.9079 1.8098  -0.15
C -2.6703 0.9648 1.5626  -0.22
C 0.8197 -3.1696 2.3102  0.56
O 0.8773 1.1990 0.4439  -0.19
H 1.8527 5.0038 4.6294  0.41
C 3.4579 -0.9403 -3.3529  -0.52
C 3.0499 -2.6950 3.8748  -0.50
N -1.0223 -2.5277 0.8087  -0.38
C 0.3522 1.5142 -5.0977  -0.83
H -5.0039 1.7895 2.1725  0.43
C 3.8086 3.4243 2.3591  -0.94
O -2.8039 -0.9894 -0.6185  0.13
N -0.6306 1.6371 2.1030  -1.01
C 0.4029 0.2223 -4.6364  -0.69
C 2.8496 2.6268 1.7539  -0.13
H -0.8353 3.0536 -2.2958  0.52
C -2.3128 -3.0763 0.3387  -1.10

Computed properties:
Total charge = +1
Energy relative to the best compared isomer or geometry (same formula, charge and spin) = 2.430 eV
Kohn-Sham gap = 0.221 Ha

***

[2]
Computed, not measured: 6 unconnected molecules or ions with the total composition C42H46Br2ClN8O12S in a non-equilibrium geometry, with ωB97M-V with the def2-TZVPD basis set.

Last column: Mulliken charge in e.
Positions of all 112 atoms, in Å:
O 1.6166 7.3796 -0.5295  -0.59
C -1.0703 -0.1507 -0.5963  0.04
H 1.4379 9.0191 4.9256  0.37
H -0.8165 -5.4425 -0.6737  0.54
C 1.2525 3.2526 0.6571  -0.62
H 1.9153 -5.1702 2.2975  0.21
C 3.0182 8.7594 1.3816  -0.34
C -2.1368 -8.5340 -1.2241  -0.35
C 3.6397 -10.0004 2.0008  -0.48
H -1.7203 -1.0225 -1.0449  0.26
C -0.9003 -6.4581 -1.0545  -0.20
Br -2.9481 -1.4897 2.0415  -0.08
O -0.6040 -3.8274 2.4481  -0.66
H 3.5578 -11.4844 0.4379  0.40
C -1.2165 3.6266 -7.2430  -0.32
O 4.6667 -8.6829 4.1756  -0.58
H 2.4064 -0.2020 1.6263  0.37
H 3.6629 10.0187 4.4778  0.37
H 4.6707 9.8653 2.2170  0.37
H 1.5376 4.3844 0.8655  0.16
H -2.8096 -6.8102 -0.1191  0.42
C 3.0228 -8.8675 2.5480  -0.04
C -0.0667 -0.6372 2.7957  -0.88
C -5.2603 6.1898 2.6638  -0.42
O -3.3996 3.2504 -0.8616  -0.54
C 1.8755 8.9453 3.9324  -0.44
Cl 4.2636 -1.9008 -2.0606  0.08
C -4.2166 4.0108 2.5467  -0.21
O 2.0192 -8.1335 -3.4603  -0.61
C -2.0209 -7.2292 -0.7418  -0.64
H -1.0641 3.2493 -1.9740  -0.17
H -0.9223 6.3611 -5.1971  0.45
H -1.2391 2.6738 -0.1856  -0.57
C 3.6962 9.4210 2.4074  -0.43
H 0.2259 0.7540 -2.3696  0.24
O -0.0570 6.9963 0.8364  -0.54
H 1.8269 -0.4874 -1.5553  0.51
O 0.2473 5.3261 -8.8208  -0.58
C -4.8002 5.0338 3.2967  -0.61
C 0.3750 -0.5981 -0.0178  0.47
N -0.0407 5.7640 -7.6970  0.96
H 2.1381 2.5434 1.0218  0.17
N 1.0576 7.4717 0.5728  0.96
C -0.0129 -8.2941 -2.3502  -0.24
N 3.6139 -8.2127 3.7211  0.98
N -3.5050 3.0755 0.3615  0.94
C -4.0972 4.1567 1.1582  0.11
H -1.6117 -0.5032 5.5367  0.35
H -0.9439 3.2570 -8.2291  0.44
H 0.8995 0.4532 0.1958  -0.41
H 1.3602 -7.4714 2.3962  0.55
H 4.6128 -1.7416 0.3341  0.34
C -4.5487 5.3210 0.5214  -0.31
H -1.6279 1.0351 -2.5853  0.23
H 0.9780 -6.3736 -2.0933  0.46
H 1.2880 3.8953 -1.6296  0.39
C -0.5948 2.5133 -1.1673  0.80
H 3.4767 8.6968 0.3969  0.42
N 2.0749 -1.2041 1.5027  -0.70
C -0.8384 4.9060 -6.8128  0.02
N 3.8596 -1.6667 -0.3944  -0.16
C -1.1332 -9.0731 -2.0315  -0.27
H -2.8849 2.6153 -4.4536  0.46
N 1.0347 -8.8471 -3.2169  1.07
C 1.7653 8.1879 1.6408  0.09
O 0.1306 -3.8607 0.0428  -0.65
C 0.1110 -6.9873 -1.8587  -0.36
H -3.8660 3.1147 3.0544  0.48
H 0.3237 2.9558 1.3297  0.13
H -1.2399 -10.0905 -2.4021  0.45
C 3.0847 -10.6063 0.8719  -0.51
C -1.9454 4.5396 -4.6969  -0.40
C -0.7804 0.9963 -1.7776  -0.64
H -2.2470 1.8086 -6.7104  0.38
C -2.3143 3.2611 -5.1188  -0.38
H 2.2850 -3.5159 3.1346  0.37
C 2.5817 -1.3883 0.0540  0.27
C 1.3086 -8.9595 0.8479  0.07
C -1.2048 5.3686 -5.5419  -0.42
H 1.6385 2.0357 -1.2308  -0.01
H -1.8385 1.2154 4.6225  0.32
H 0.4045 -8.5588 0.3945  0.26
H -4.9003 4.9287 4.3747  0.39
Br 1.0892 0.3235 4.1767  -0.09
H 1.5005 -10.5545 -0.5885  0.42
C -1.5375 -0.6482 3.1712  0.12
C -2.0673 0.0628 4.5894  -1.16
C 1.1867 8.2837 2.9140  -0.29
H -5.4927 7.2404 0.7957  0.40
O -3.1485 2.0484 0.9565  -0.50
C 3.1271 9.5088 3.6790  -0.39
H 0.2123 7.8498 3.1275  0.44
H -5.7218 6.9815 3.2515  0.39
C 1.8528 -8.3467 1.9783  -0.41
C 0.5362 -1.3625 1.4365  1.18
H 3.0027 -3.8371 1.3379  0.28
H -3.0118 -9.1296 -0.9735  0.39
C 1.9254 -10.0835 0.2963  -0.51
C -1.9545 2.8057 -6.3882  -0.53
S 0.4675 -3.2747 1.4525  1.57
O 0.8730 -9.9937 -3.6587  -0.59
N 1.4130 -1.2538 -0.9464  -0.43
C 2.1039 -4.0336 2.0896  -0.75
O 3.0279 -7.2242 4.1872  -0.59
H -4.4569 5.4500 -0.5548  0.45
H 4.5454 -10.4181 2.4357  0.45
H -3.2472 -0.0792 4.6984  0.34
H -1.6445 0.4496 0.2592  -0.18
O 0.3024 6.8750 -7.2680  -0.58
C -5.1331 6.3359 1.2815  -0.58
H -2.2321 4.8885 -3.7073  0.48
C 0.9651 2.9856 -0.9680  -0.14

Computed properties:
Total charge = +1
Energy relative to the best compared isomer or geometry (same formula, charge and spin) = 8.939 eV
Kohn-Sham gap = 0.255 Ha